[1]
DFT (ωB97M-V with the def2-TZVPD basis set) results for an isolated molecule of C2H5NO2 at a distorted geometry.

Each line ends with the Mulliken charge.
Atoms and positions in Å:
H: -2.78075 -0.58877 0.28508  0.2308
N: -1.73005 -0.49091 0.05285  -0.6314
C: -1.21136 0.65471 0.21093  0.1637
O: 0.10027 0.84344 0.00059  -0.3348
C: 1.05972 -0.12932 -0.48443  -0.1194
O: 2.04501 -0.03991 0.34987  -0.4940
H: -1.64690 1.50396 0.66599  0.3929
H: 1.39694 0.18890 -1.48087  0.1731
H: 0.56895 -1.19111 -0.62463  0.2651
H: 2.19817 -0.75099 1.02461  0.3540

As for the energy above the lowest of the compared OMol25 structures with the same formula, charge and spin: 197.4 kJ/mol. The strongest force on any atom comes out at 5.49 eV Å⁻¹. As for the SMILES: [H]/N=C/OCO. As for the LUMO energy: 0.031 Eh. The HOMO energy comes out at -9.903 eV.

=====

[2]
DFT (ωB97M-V with the def2-TZVPD basis set) results for a 2-piece molecular cluster, C2H5NO2 overall at a distorted geometry.

Each line ends with the Mulliken charge.
Atoms and positions in Å:
C: -1.51471 1.64073 -0.62942  -0.1069
C: 1.48293 -1.01359 0.42647  -0.4809
N: -0.83978 -1.34240 0.61051  -0.2109
O: -1.06045 0.59832 -1.02534  -0.3613
O: 0.24728 -1.77011 0.15141  -0.0681
H: -2.39292 1.68277 0.01713  0.2307
H: -1.28731 2.62459 -1.15304  0.2326
H: 2.16729 -1.74602 0.28757  0.2744
H: 1.55684 -0.50065 1.49822  0.2471
H: 1.64083 -0.17364 -0.18351  0.2432

As for the energy above the lowest of the compared OMol25 structures with the same formula, charge and spin: 643.1 kJ/mol. The strongest force on any atom comes out at 4.35 eV Å⁻¹. As for the LUMO energy (alpha / beta): 0.023 / 0.021 Eh. The HOMO energy (alpha / beta) comes out at -8.077 / -8.098 eV.

=====

[3]
DFT (ωB97M-V with the def2-TZVPD basis set) results for an isolated molecule of C2H5NO2 at a distorted geometry.

Each line ends with the Mulliken charge.
Atoms and positions in Å:
N: -0.66695 -1.65496 0.43999  -0.5672
C: -0.97585 -0.35219 -0.02164  -0.4531
C: 0.30902 0.50339 0.00226  0.6567
O: 1.12147 0.26847 0.81017  -0.4845
O: 0.46941 1.43627 -0.94753  -0.4730
H: 0.30289 -1.84092 0.35925  0.2513
H: -0.98910 -2.35729 -0.22113  0.2287
H: -1.76476 0.03566 0.63201  0.2239
H: -1.41374 -0.29783 -1.01445  0.3002
H: -0.19274 1.49998 -1.62045  0.3169

As for the energy above the lowest of the compared OMol25 structures with the same formula, charge and spin: 88.0 kJ/mol. The strongest force on any atom comes out at 3.06 eV Å⁻¹. As for the SMILES: NCC(=O)O. As for the LUMO energy: 0.019 Eh. The HOMO energy comes out at -9.791 eV.

=====

[4]
DFT (ωB97M-V with the def2-TZVPD basis set) results for a 2-piece molecular cluster, C2H5NO2 overall at a distorted geometry.

Each line ends with the Mulliken charge.
Atoms and positions in Å:
N: 0.15059 -2.74693 0.53902  -0.3673
C: 0.07340 -1.39917 0.55691  0.1696
O: 0.76240 -0.67353 -0.11584  -0.5349
H: -0.49574 -3.36259 1.00252  0.2250
H: 0.61948 -3.14006 -0.26291  0.2300
H: -0.74824 -0.99550 1.17424  0.2802
C: -0.05108 3.04094 -0.76877  -0.0757
O: -0.36001 3.96067 -0.04613  -0.4047
H: 0.96401 2.93167 -1.16085  0.2486
H: -0.91479 2.38450 -0.91818  0.2292

As for the energy above the lowest of the compared OMol25 structures with the same formula, charge and spin: 147.0 kJ/mol. The strongest force on any atom comes out at 2.19 eV Å⁻¹. As for the SMILES: NC=O.C=O. As for the LUMO energy: 0.030 Eh. The HOMO energy comes out at -9.810 eV.